86
Properties=species:S:1:pos:R:3 method="wB97M-V/def2-TZVPD" lumo_ev="-0.22 / -0.27" e_tot_ha=-9801.82478 charge=0 homo_energy_ev="-7.27 / -7.41" s2=0.77 relative_energy_ev=0.002 multiplicity=2
Co -0.956 0.605 -1.946
C 1.272 -0.579 5.121
S 2.402 0.729 4.598
C 3.268 -0.087 3.222
C 2.748 0.284 1.841
C 1.306 -0.175 1.657
N 0.709 0.082 0.340
P 0.321 1.567 -0.410
C -0.488 2.669 0.785
C 0.085 2.997 2.016
C -0.596 3.814 2.904
C -1.836 4.335 2.556
C -2.394 4.043 1.321
C -1.727 3.204 0.441
C 1.903 2.442 -0.680
C 1.931 3.837 -0.658
C 3.099 4.521 -0.959
C 4.251 3.820 -1.280
C 4.230 2.433 -1.309
C 3.060 1.751 -1.019
P 0.344 -1.124 -0.826
C 1.938 -2.006 -0.984
C 2.797 -1.611 -2.010
C 4.053 -2.188 -2.136
C 4.460 -3.166 -1.241
C 3.602 -3.582 -0.232
C 2.343 -3.013 -0.111
C -0.750 -2.453 -0.225
C -1.496 -3.033 -1.254
C -2.396 -4.054 -0.986
C -2.579 -4.488 0.317
C -1.851 -3.912 1.349
C -0.936 -2.903 1.081
H 0.792 -0.230 6.033
H 1.824 -1.490 5.347
H 0.505 -0.785 4.376
H 3.222 -1.166 3.387
H 4.315 0.205 3.311
H 3.378 -0.189 1.083
H 2.841 1.360 1.699
H 0.677 0.280 2.427
H 1.285 -1.252 1.821
H 1.062 2.622 2.293
H -0.152 4.051 3.861
H -2.365 4.977 3.248
H -3.354 4.459 1.045
H -2.170 2.951 -0.515
H 1.039 4.397 -0.410
H 3.108 5.603 -0.942
H 5.164 4.353 -1.511
H 5.124 1.880 -1.565
H 3.048 0.673 -1.057
H 2.474 -0.856 -2.715
H 4.708 -1.878 -2.940
H 5.439 -3.617 -1.338
H 3.909 -4.362 0.452
H 1.668 -3.375 0.656
H -1.386 -2.664 -2.270
H -2.973 -4.485 -1.794
H -3.301 -5.265 0.534
H -2.000 -4.243 2.368
H -0.392 -2.454 1.900
Br -4.362 -1.578 -4.913
C -4.390 -1.432 -3.033
C -5.384 -2.107 -2.319
C -5.430 -2.026 -0.950
Br -6.790 -2.960 -0.013
C -4.471 -1.266 -0.245
C -4.436 -1.116 1.152
C -3.439 -0.380 1.722
C -2.452 0.195 0.910
N -2.441 0.099 -0.407
C -3.458 -0.614 -0.988
C -3.405 -0.668 -2.403
O -2.486 -0.029 -3.018
H -6.117 -2.691 -2.858
H -5.198 -1.589 1.758
H -3.383 -0.246 2.793
H -1.655 0.742 1.380
F -0.151 0.153 -4.492
C 0.067 1.102 -3.520
F 1.434 1.148 -3.364
C -0.324 2.430 -4.172
F -0.013 3.453 -3.345
F -1.636 2.474 -4.406
F 0.317 2.645 -5.333